Formula: C19H23N5O4S2
Source: the OMol25 dataset
Level of theory: ωB97M-V/def2-TZVPD

Each line ends with the natural charge from an NBO analysis.
Positions of all 53 atoms, in Å:
C  5.269  -0.191  1.463  -0.621
C  3.759  -0.076  1.548  -0.073
O  3.285  0.536  0.348  -0.522
C  2.055  1.029  0.359  0.869
O  1.351  1.075  1.344  -0.668
C  1.686  1.676  -0.955  -0.454
C  2.327  3.059  -1.077  -0.395
C  1.699  4.045  -0.100  -0.606
S  2.237  0.630  -2.346  0.321
C  1.598  -0.904  -1.844  0.064
C  1.634  -1.985  -2.773  -0.256
C  1.184  -3.207  -2.386  -0.135
C  0.693  -3.332  -1.072  0.248
N  0.191  -4.340  -0.395  -0.268
N  -0.147  -3.892  0.807  -0.256
C  0.139  -2.613  0.902  0.309
C  -0.156  -1.757  2.074  -0.468
C  -1.472  -0.984  1.880  -0.211
N  -1.365  0.095  0.929  -0.901
S  -1.863  -0.154  -0.630  2.310
O  -1.230  0.863  -1.427  -0.963
O  -1.734  -1.520  -1.056  -0.951
C  -3.599  0.221  -0.471  -0.251
C  -4.532  -0.791  -0.569  -0.206
C  -5.876  -0.488  -0.412  -0.214
C  -6.262  0.819  -0.160  -0.194
C  -5.314  1.827  -0.066  -0.199
C  -3.972  1.527  -0.220  -0.209
N  0.697  -2.200  -0.264  -0.157
N  1.146  -1.001  -0.625  -0.295
H  5.649  -0.680  2.354  0.219
H  5.718  0.796  1.380  0.213
H  5.549  -0.773  0.589  0.216
H  3.294  -1.065  1.640  0.184
H  3.448  0.534  2.404  0.196
H  0.596  1.737  -1.033  0.288
H  2.186  3.415  -2.100  0.217
H  3.401  2.973  -0.896  0.212
H  2.176  5.017  -0.189  0.215
H  0.638  4.157  -0.311  0.210
H  1.807  3.698  0.925  0.214
H  2.016  -1.794  -3.762  0.233
H  1.176  -4.067  -3.034  0.242
H  -0.244  -2.403  2.947  0.245
H  0.647  -1.032  2.228  0.241
H  -2.252  -1.659  1.522  0.218
H  -1.782  -0.561  2.842  0.203
H  -0.502  0.623  1.017  0.446
H  -4.192  -1.794  -0.775  0.244
H  -6.617  -1.268  -0.486  0.220
H  -7.309  1.055  -0.039  0.217
H  -5.623  2.843  0.127  0.218
H  -3.206  2.283  -0.159  0.234

**Energy above the lowest of the compared OMol25 structures with the same formula, charge and spin**: 0.0 kJ/mol
**SMILES**: CCOC(=O)[C@@H](CC)Sc1ccc2nnc(CCNS(=O)(=O)c3ccccc3)n2n1

=====

Formula: CH8N4
Source: the OMol25 dataset
Level of theory: ωB97M-V/def2-TZVPD

Each line ends with the natural charge from an NBO analysis.
Positions of all 13 atoms, in Å:
C  0.909  -0.691  0.825  -0.049
N  0.686  -1.361  -0.478  -0.293
N  -1.592  -0.656  0.244  -0.380
N  -0.342  -0.373  0.137  0.171
N  0.061  1.520  -0.448  -0.755
H  1.080  -1.436  1.671  0.319
H  1.770  0.039  0.657  0.259
H  1.173  -1.295  -1.378  0.459
H  -2.054  -0.349  1.121  0.468
H  -2.076  -0.873  -0.671  0.476
H  -0.571  2.120  0.093  0.446
H  -0.138  1.762  -1.432  0.445
H  1.095  1.591  -0.340  0.435

**Energy above the lowest of the compared OMol25 structures with the same formula, charge and spin**: 327.0 kJ/mol
**Total charge**: +2

=====

Formula: C6H7F8O3P
Source: the OMol25 dataset
Level of theory: ωB97M-V/def2-TZVPD

Each line ends with the natural charge from an NBO analysis.
Positions of all 25 atoms, in Å:
F  3.958  -1.121  0.132  -0.294
C  3.668  -0.554  -1.027  0.922
F  4.806  -0.275  -1.653  -0.299
F  3.024  0.598  -0.789  -0.322
C  2.806  -1.483  -1.912  0.538
F  2.680  -0.932  -3.139  -0.306
F  3.534  -2.630  -2.047  -0.310
C  1.419  -1.824  -1.341  0.310
F  0.919  -2.812  -2.159  -0.342
F  1.577  -2.372  -0.095  -0.343
P  0.045  -0.405  -1.268  0.563
H  0.637  0.239  -2.387  -0.004
H  0.425  -0.106  0.066  -0.011
H  -0.898  -1.452  -1.433  0.020
H  -0.991  0.571  -1.250  -0.126
O  -3.165  1.118  -0.606  -0.550
C  -3.019  1.280  0.556  0.969
O  -3.056  2.476  1.190  -0.482
C  -2.973  2.241  2.598  -0.130
C  -2.311  0.881  2.651  0.446
F  -2.730  0.144  3.705  -0.321
O  -2.759  0.281  1.450  -0.498
H  -3.977  2.204  3.022  0.205
H  -2.399  3.025  3.084  0.211
H  -1.220  0.908  2.653  0.152

**SMILES**: FC(F)(F)C(F)(F)C(F)(F)[PH4].O=C1OC[C@@H](F)O1

=====

Formula: C17H21NO4PtS
Source: the OMol25 dataset
Level of theory: ωB97M-V/def2-TZVPD

Each line ends with the natural charge from an NBO analysis.
Positions of all 45 atoms, in Å:
Pt  0.385  -0.823  0.719  0.591
C  0.204  2.334  3.912  -0.637
C  1.004  1.471  2.976  -0.002
C  1.409  1.957  1.722  -0.173
C  2.136  1.187  0.826  -0.031
C  2.641  1.753  -0.476  -0.642
C  2.496  -0.135  1.213  -0.363
C  2.082  -0.653  2.457  -0.031
C  2.576  -1.999  2.932  -0.637
C  1.340  0.178  3.323  -0.198
H  -0.845  2.027  3.912  0.232
H  0.245  3.382  3.620  0.226
H  0.566  2.246  4.936  0.233
H  1.177  2.983  1.456  0.218
H  2.043  1.404  -1.320  0.247
H  3.672  1.449  -0.654  0.232
H  2.600  2.841  -0.466  0.230
H  3.221  -0.683  0.623  0.254
H  1.748  -2.680  3.130  0.231
H  3.131  -1.888  3.864  0.237
H  3.232  -2.460  2.195  0.225
H  1.068  -0.204  4.302  0.229
C  -0.306  -3.556  0.139  -0.751
C  -0.798  -2.329  0.862  0.522
O  -1.800  -2.242  1.510  -0.545
H  -1.024  -4.358  0.292  0.257
H  0.675  -3.851  0.515  0.241
H  -0.203  -3.335  -0.925  0.265
N  -1.258  0.266  0.199  -0.782
C  -1.619  0.276  -1.224  0.170
C  -2.262  -0.810  -1.791  -0.297
C  -2.551  -0.778  -3.143  -0.148
C  -2.199  0.326  -3.923  -0.296
C  -1.555  1.403  -3.328  -0.163
C  -1.261  1.379  -1.970  -0.292
S  -2.734  0.414  -5.629  2.421
O  -2.603  -0.956  -6.099  -1.011
O  -4.102  0.882  -5.498  -0.998
O  -1.817  1.368  -6.231  -1.013
H  -1.109  1.210  0.537  0.408
H  -1.978  -0.187  0.765  0.429
H  -2.547  -1.663  -1.184  0.211
H  -3.045  -1.611  -3.627  0.250
H  -1.288  2.249  -3.948  0.253
H  -0.748  2.215  -1.501  0.199

**Energy above the lowest of the compared OMol25 structures with the same formula, charge and spin**: 60.1 kJ/mol

=====

Formula: C41H44CaFN4O2PS3Si
Source: the OMol25 dataset
Level of theory: ωB97M-V/def2-TZVPD

Each line ends with the Löwdin charge.
Positions of all 98 atoms, in Å:
Ca  0.935  0.398  -0.554  1.000
N  2.930  -2.328  1.208  0.111
C  3.153  -3.445  0.460  -0.336
C  4.326  -4.199  0.690  -0.036
C  4.519  -5.422  0.095  -0.117
C  3.554  -5.963  -0.762  -0.129
C  2.443  -5.200  -1.058  -0.126
C  2.246  -3.930  -0.506  -0.306
P  0.966  -2.811  -1.175  1.069
C  -0.569  -3.749  -0.750  -0.331
C  -1.171  -3.366  0.452  -0.098
C  -2.308  -4.015  0.912  -0.102
C  -2.874  -5.046  0.173  -0.121
C  -2.287  -5.431  -1.025  -0.106
C  -1.141  -4.791  -1.479  -0.104
C  1.129  -3.094  -2.978  -0.370
C  2.392  -3.234  -3.553  -0.109
C  2.542  -3.283  -4.931  -0.087
C  1.435  -3.195  -5.762  -0.114
C  0.174  -3.033  -5.202  -0.116
C  0.027  -2.967  -3.825  -0.126
H  2.050  -1.831  1.082  0.012
H  3.716  -1.684  1.302  0.006
H  5.062  -3.791  1.373  0.108
H  5.427  -5.978  0.305  0.089
H  3.692  -6.938  -1.211  0.081
H  1.720  -5.573  -1.777  0.096
H  -0.724  -2.547  1.013  0.074
H  -2.755  -3.715  1.853  0.092
H  -3.766  -5.550  0.529  0.087
H  -2.719  -6.238  -1.606  0.091
H  -0.690  -5.105  -2.413  0.094
H  3.265  -3.275  -2.913  0.095
H  3.535  -3.376  -5.356  0.097
H  1.553  -3.234  -6.839  0.088
H  -0.699  -2.944  -5.840  0.092
H  -0.955  -2.793  -3.402  0.100
S  2.988  2.378  -0.778  0.293
C  3.755  0.845  -0.570  -1.897
S  4.835  0.509  0.687  0.337
S  3.258  -0.384  -1.712  0.286
F  0.528  -0.790  1.212  -0.627
C  -3.436  1.062  1.174  -0.067
C  -2.122  0.838  0.394  -0.152
N  -1.024  1.549  1.039  -0.180
C  -0.962  1.174  2.456  -0.132
C  -2.199  1.725  3.189  -0.053
N  -3.181  2.176  2.138  -0.082
C  -2.627  3.373  1.415  -0.046
C  -1.214  2.997  0.930  -0.114
H  -3.729  0.194  1.765  0.127
H  -4.266  1.357  0.531  0.124
H  -2.207  1.204  -0.628  0.108
H  -1.883  -0.227  0.368  0.115
H  -0.064  1.598  2.902  0.086
H  -0.879  0.091  2.510  0.108
H  -1.978  2.598  3.796  0.069
H  -2.705  0.979  3.802  0.133
H  -4.045  2.441  2.601  0.177
H  -2.615  4.196  2.127  0.106
H  -3.313  3.593  0.595  0.130
H  -0.460  3.477  1.551  0.105
H  -1.071  3.317  -0.100  0.092
O  -0.916  4.304  -2.241  0.048
C  -0.715  3.204  -2.726  -0.436
N  -0.499  2.032  -2.043  0.076
C  -0.491  1.010  -2.929  -0.475
O  -0.394  -0.176  -2.599  -0.060
C  -0.627  1.534  -4.330  -0.078
C  -0.607  0.905  -5.556  0.004
C  -0.738  1.713  -6.685  -0.088
C  -0.881  3.093  -6.567  -0.094
C  -0.892  3.712  -5.316  -0.016
C  -0.758  2.903  -4.209  -0.086
H  -0.472  -0.167  -5.629  0.104
H  -0.716  1.265  -7.671  0.093
H  -0.971  3.695  -7.463  0.091
H  -0.989  4.785  -5.211  0.111
C  2.017  1.434  4.852  -0.306
Si  1.855  3.330  4.508  0.506
C  2.023  3.417  2.587  -0.321
C  -0.016  3.637  4.833  -0.373
C  -0.713  4.699  4.212  -0.163
C  -2.004  5.063  4.563  -0.157
C  -2.688  4.382  5.573  -0.154
C  -2.025  3.342  6.224  -0.142
C  -0.737  2.981  5.857  -0.149
H  3.079  1.176  4.838  -0.003
H  1.536  0.785  4.112  0.002
H  1.646  1.161  5.846  -0.017
H  3.080  3.310  2.331  -0.008
H  1.737  4.405  2.204  0.001
H  1.520  2.670  1.948  -0.021
H  -0.205  5.267  3.436  0.092
H  -2.484  5.896  4.057  0.090
H  -3.689  4.677  5.866  0.073
H  -2.527  2.801  7.022  0.087
H  -0.261  2.160  6.383  0.082

**Energy above the lowest of the compared OMol25 structures with the same formula, charge and spin**: 0.0 kJ/mol
**Total charge**: -2

=====

Formula: C11H24BClF4N3OP
Source: the OMol25 dataset
Level of theory: ωB97M-V/def2-TZVPD

Each line ends with the natural charge from an NBO analysis.
Positions of all 46 atoms, in Å:
C  4.986  -2.237  0.405  -0.629
C  3.548  -1.469  0.089  -0.421
C  3.967  -0.074  -0.728  -0.422
C  2.882  0.262  -1.922  -0.402
C  1.306  0.071  -1.397  -0.428
C  0.963  0.946  -0.053  -0.447
C  -0.175  0.230  0.937  -0.261
N  -1.073  -0.585  0.032  -0.421
C  -1.034  -2.053  0.483  0.841
N  0.106  -2.815  0.565  -0.967
N  -2.347  -2.768  0.868  -0.566
C  -3.146  -2.741  -0.451  -0.244
C  -3.343  -1.187  -0.935  -0.447
C  -2.517  -0.139  0.074  -0.414
P  -2.834  1.618  -0.633  1.084
O  -1.666  1.822  -1.952  -0.947
Cl  -2.418  3.144  0.806  -0.202
H  5.539  -2.307  -0.651  0.215
H  4.855  -3.329  0.809  0.213
H  5.565  -1.520  1.153  0.222
H  2.946  -1.181  1.050  0.200
H  2.956  -2.210  -0.636  0.185
H  5.043  -0.167  -1.231  0.224
H  3.997  0.795  0.056  0.212
H  3.007  1.362  -2.301  0.229
H  3.058  -0.556  -2.772  0.209
H  0.640  0.405  -2.330  0.216
H  1.154  -1.085  -1.293  0.192
H  1.898  1.255  0.589  0.234
H  0.459  1.955  -0.428  0.257
H  -0.737  1.005  1.621  0.283
H  0.467  -0.444  1.684  0.203
H  0.683  -2.788  1.457  0.457
H  0.440  -3.504  -0.161  0.460
H  -2.091  -3.790  0.979  0.401
H  -4.135  -3.352  -0.320  0.252
H  -2.443  -3.302  -1.235  0.188
H  -4.451  -0.860  -1.123  0.280
H  -2.775  -1.092  -1.981  0.216
H  -3.030  -0.225  1.124  0.270
H  -1.494  0.860  -2.240  0.475
B  -3.751  6.410  2.399  1.373
F  -3.649  7.017  1.082  -0.590
F  -2.460  5.862  2.782  -0.597
F  -4.157  7.416  3.366  -0.587
F  -4.739  5.343  2.365  -0.595

=====

no.,molecular weight (g mol⁻¹),E_tot (eV),orbital gap (eV)
1,449.56,-57386.6102,8.734
2,76.10,-7101.8583,8.867
3,310.08,-43504.4977,9.601
4,530.50,-41729.8987,5.309
5,839.17,-124120.2751,3.652
6,367.56,-51669.1182,5.542